Record 1
H14N3O16Zn as an isolated structure in a non-equilibrium geometry, computed with ωB97M-V/def2-TZVPD.

Each line ends with the natural charge from an NBO analysis.
Positions of all 34 atoms, in Å:
Zn -1.72731 1.78267 -2.18241  1.75
N -0.35586 0.15845 0.29248  0.74
O -0.92595 -0.32400 1.26542  -0.44
O 0.87534 -0.01606 0.15289  -0.47
O -0.89171 0.78181 -0.66968  -0.77
N -4.27415 3.17025 -0.68193  0.73
O -4.82763 3.78468 -1.59797  -0.45
O -3.14348 2.59772 -0.96728  -0.78
O -4.72877 3.03997 0.43055  -0.36
N 4.16062 -1.96896 0.01266  0.71
O 4.61204 -2.96770 0.59828  -0.53
O 4.33269 -1.84533 -1.22941  -0.57
O 3.55039 -1.06174 0.62501  -0.60
O 0.59868 -2.70270 1.90045  -0.96
H 0.37114 -1.75890 1.90080  0.47
H 1.26871 -2.80144 1.21553  0.48
O 2.71899 1.00471 2.09811  -0.94
H 2.29018 0.43493 1.44426  0.49
H 2.91386 1.81642 1.62304  0.44
O 2.64960 0.54088 -1.88409  -0.93
H 2.49127 0.40759 -0.92336  0.52
H 2.34963 1.44263 -2.04600  0.41
O 0.26875 -2.95587 -0.89093  -0.92
H -0.23441 -2.88091 -1.70689  0.45
H 0.24686 -2.07523 -0.50409  0.47
O -0.32322 1.03988 -3.35495  -1.04
H 0.63477 1.18467 -3.26167  0.56
H -0.41292 0.40539 -4.07891  0.53
O -2.91395 -2.28677 2.22560  -0.95
H -2.41261 -1.50389 1.96904  0.48
H -2.62279 -2.96694 1.61075  0.47
O -2.16723 2.25276 2.58953  -0.94
H -2.22054 2.88106 1.86413  0.46
H -2.15099 1.38999 2.16104  0.48

Forces on the atoms, in the same order (eV/Å):
Zn -0.8868 -0.0181 2.6267
N 3.6230 -1.3127 0.5390
O -1.0225 1.2072 -1.0755
O -1.4537 0.0735 0.4792
O -2.1305 0.9134 -0.6892
N -2.0209 0.9287 -1.5148
O 0.3425 -0.2183 0.5159
O 2.6001 -1.4475 -0.2182
O 0.7735 -0.0797 -0.2650
N 0.4662 -0.1318 -1.2916
O -0.2932 0.3184 0.2509
O -0.0806 -0.1141 0.4998
O -0.2008 -0.2531 0.1817
O -0.3117 0.2566 0.1009
H 0.3158 -0.4415 0.1186
H 0.2501 0.0319 0.1812
O -0.3418 0.5408 0.2335
H 0.3949 -0.2102 0.2419
H 0.0702 -0.0310 -0.0093
O -0.5409 0.5249 -0.2925
H 0.3839 -0.4742 -0.6251
H 0.3528 0.2048 0.3308
O -0.3452 -0.0865 -0.3839
H 0.1145 -0.0413 -0.0383
H 0.2458 -0.0237 0.0985
O -0.1609 0.2328 -0.8143
H 0.1054 -0.2513 0.6667
H -0.1746 0.0118 0.1020
O -0.2950 0.0706 -0.1049
H 0.0333 -0.1707 0.0401
H 0.2187 -0.0012 0.1002
O 0.0828 0.0752 0.0225
H -0.1471 -0.0406 -0.0337
H 0.0329 -0.0432 0.0262

Summary:
Relative energy (zero: lowest compared OMol25 entry of this formula, charge and spin), eV: 3.6974
DFT total energy, Ha: -3155.469834
Maximum force, eV Å⁻¹: 3.9
Net charge: -1
Frontier orbital gap, eV: 3.1


Record 2
A 8-piece molecular cluster, H14NO10 overall in a non-equilibrium geometry, computed with ωB97M-V/def2-TZVPD.

Each line ends with the natural charge from an NBO analysis.
Positions of all 25 atoms, in Å:
N -0.09342 0.03356 0.18440  0.75
O -0.53473 -1.06718 -0.09732  -0.57
O -0.83168 0.84274 0.83259  -0.62
O 0.94898 0.36992 -0.16600  -0.50
O -2.00046 3.39346 0.10197  -0.97
H -1.75666 2.47865 0.24305  0.50
H -1.24382 3.77797 -0.34060  0.46
O 0.64417 -2.87295 2.10199  -0.95
H 0.34377 -2.34295 1.36369  0.49
H 0.31851 -3.75315 1.91376  0.46
O 3.42120 -0.87662 0.30291  -0.96
H 2.47302 -0.86608 0.17224  0.48
H 3.73462 -0.09390 -0.15025  0.47
O 0.25425 -2.23000 -2.70542  -0.96
H 1.17843 -2.14690 -2.47046  0.46
H -0.21218 -2.16279 -1.87226  0.49
O 2.41320 1.42082 -2.24825  -0.97
H 1.88846 0.93304 -1.61347  0.49
H 2.00948 1.22556 -3.09390  0.46
O -3.86873 -0.20393 -1.20342  -0.94
H -4.36714 0.47185 -1.66293  0.46
H -3.04556 0.22375 -0.96740  0.48
O -0.91120 1.19867 3.95057  -0.95
H -0.09878 0.95468 4.39404  0.46
H -0.66382 1.29177 3.03059  0.49

Forces on the atoms, in the same order (eV/Å):
N -6.2649 0.4050 2.2282
O -0.8781 -2.3843 -0.1478
O -0.0487 -0.1936 0.0693
O 6.8898 2.0907 -1.9472
O -0.4930 0.5883 -0.1960
H 0.3686 -0.6212 0.2771
H 0.1959 0.0084 -0.0390
O 0.3020 -0.1874 0.4192
H -0.3238 0.3556 -0.4183
H -0.0824 -0.1450 -0.0497
O 0.6277 -0.4420 0.1647
H -0.3733 0.1802 -0.0292
H -0.0358 0.2234 -0.1557
O 0.0268 -0.2467 -0.6572
H 0.1919 0.0613 0.1501
H -0.1479 0.3196 0.4956
O 0.5195 0.3082 -0.3769
H -0.3909 -0.1568 0.4119
H -0.0633 -0.0620 -0.1754
O -0.2620 -0.2362 -0.1217
H -0.0983 0.1719 -0.0724
H 0.3926 0.0184 0.2815
O -0.1622 0.1373 0.4832
H 0.1580 -0.1018 0.0639
H -0.0483 -0.0913 -0.6581

Summary:
Relative energy (zero: lowest compared OMol25 entry of this formula, charge and spin), eV: 0.7604
DFT total energy, Ha: -815.529452
Maximum force, eV Å⁻¹: 7.5
Net charge: -1
Frontier orbital gap, eV: 9.7


Record 3
H14NaO15S2 as an isolated structure in a non-equilibrium geometry, computed with ωB97M-V/def2-TZVPD.

Each line ends with the natural charge from an NBO analysis.
Positions of all 32 atoms, in Å:
Na 0.30635 0.53102 -0.37103  0.92
S -1.50519 -1.27671 -3.15888  2.62
O -0.83996 -2.51740 -2.79470  -1.11
O -2.92717 -1.38086 -3.05044  -1.10
O -1.11817 -0.08066 -2.35785  -1.17
O -1.22486 -0.92251 -4.55124  -1.15
S -0.74413 -0.05485 3.03303  2.66
O 0.30203 0.10003 2.03476  -1.16
O -1.54215 1.17766 3.07047  -1.12
O -1.54342 -1.19599 2.72535  -1.08
O -0.03260 -0.22519 4.29450  -1.12
O 0.09092 -2.06595 -0.44126  -0.98
H 0.02511 -2.29835 -1.36748  0.51
H 1.03032 -2.07501 -0.25773  0.45
O -2.50789 -1.37057 0.18735  -1.00
H -1.67161 -1.63475 -0.19617  0.48
H -2.37922 -1.46401 1.13125  0.49
O 0.73008 2.24595 -2.15569  -0.96
H 0.35324 1.52115 -2.65458  0.51
H 1.34131 2.66302 -2.76288  0.44
O 2.53777 -0.92776 2.13962  -1.00
H 2.37874 -1.70933 1.61039  0.44
H 1.71818 -0.43549 2.09296  0.50
O -1.23554 2.26791 0.70734  -1.00
H -1.29836 1.93494 1.60256  0.51
H -2.11800 2.57814 0.50420  0.46
O 1.63759 2.36063 1.69070  -1.00
H 1.17588 1.62784 2.09821  0.51
H 1.00237 3.07667 1.69489  0.46
O 2.43446 -0.10859 -1.20336  -0.94
H 2.25031 -0.41763 -2.09038  0.48
H 3.37357 0.07666 -1.20389  0.47

Forces on the atoms, in the same order (eV/Å):
Na -0.9622 -0.0615 0.2985
S -1.4228 2.9811 -1.7780
O 1.6791 -1.5314 0.8863
O -2.7986 -1.1405 0.6725
O 2.0615 0.3445 1.3295
O 1.5016 -0.1179 -2.0129
S 0.1838 0.1852 3.0170
O 1.5046 1.0396 -3.2540
O -0.7528 1.2123 -0.1469
O -1.6460 -1.9977 -0.3127
O 0.1386 -0.1023 1.4555
O 1.1139 0.1417 1.4646
H -0.8321 -0.3325 -1.6134
H 0.1939 0.0698 0.3217
O -1.1201 -0.0123 -0.3914
H 0.1054 0.0166 -0.0740
H 0.4368 0.1695 0.5806
O 0.3962 0.6769 0.1991
H -1.0297 -0.9318 -0.3660
H 0.1507 0.0486 -0.0010
O 2.6756 -1.0433 -0.0961
H -0.1682 -0.0872 0.0146
H -1.5551 0.4660 0.2930
O 0.4821 1.1625 -1.5867
H -0.3091 -0.8474 1.5369
H -0.1257 -0.2431 -0.1893
O 1.1853 1.2439 -0.3566
H -0.6791 -1.0352 0.3013
H -0.3454 -0.0379 -0.1512
O 0.2353 -0.2254 0.0308
H -0.4157 -0.1566 -0.3754
H 0.1182 0.1460 0.3036

Summary:
Relative energy (zero: lowest compared OMol25 entry of this formula, charge and spin), eV: 0.0000
DFT total energy, Ha: -2095.737822
Maximum force, eV Å⁻¹: 3.8
Net charge: -3
Frontier orbital gap, eV: 3.8


Record 4
A 7-piece molecular cluster, H14O7 overall in a non-equilibrium geometry, computed with ωB97M-V/def2-TZVPD.

Each line ends with the natural charge from an NBO analysis.
Positions of all 21 atoms, in Å:
O -2.46847 -2.07072 -1.75211  -1.02
H -1.97658 -2.16991 -0.93698  0.48
H -3.18498 -1.47644 -1.52922  0.44
O 2.30159 0.05448 2.86929  -0.98
H 1.52844 0.11429 2.30814  0.49
H 2.23690 0.81363 3.44872  0.45
O 0.97854 3.13215 -1.46146  -0.96
H 0.79261 2.83835 -2.35328  0.47
H 0.13147 3.42193 -1.12274  0.46
O 0.82206 -0.55972 -2.22868  -1.06
H 1.51557 -0.45698 -2.88038  0.43
H 0.59402 -1.48864 -2.26532  0.46
O -1.21824 2.33642 1.92192  -0.98
H -0.68989 2.70833 1.21568  0.45
H -0.90381 1.43649 2.00852  0.49
O -0.56806 -2.71885 0.32131  -1.38
H -0.86024 -3.48691 -0.16955  0.36
H -0.00375 -3.07351 1.00834  0.41
O 0.28419 0.29755 0.91234  -1.02
H -0.17812 -0.37011 0.40564  0.51
H 0.86668 0.71824 0.27992  0.49

Forces on the atoms, in the same order (eV/Å):
O -0.2156 -0.1062 -0.6350
H 0.3025 0.0801 0.4706
H -0.2221 0.2126 0.0786
O 0.6405 -0.0385 0.4658
H -0.5784 -0.1868 -0.5503
H 0.0110 0.1466 0.1414
O 0.3268 0.1667 0.2190
H -0.0682 -0.2750 -0.2370
H -0.2779 0.0407 0.0688
O -0.0339 0.6309 0.1790
H 0.2958 0.0265 -0.1997
H -0.2950 -0.5845 0.1685
O -0.6135 0.8219 0.5279
H 0.1548 -0.1659 -0.1036
H 0.2744 -0.3679 -0.3378
O -0.2467 1.1977 -0.2528
H -0.0707 -0.9254 -0.3748
H 0.4756 -0.2908 0.6010
O 0.0648 0.2188 0.5627
H -0.1901 -0.7353 -0.2930
H 0.2660 0.1337 -0.4994

Summary:
Relative energy (zero: lowest compared OMol25 entry of this formula, charge and spin), eV: 0.6553
DFT total energy, Ha: -535.045818
Maximum force, eV Å⁻¹: 1.2
Net charge: -1
Frontier orbital gap (spin up / spin down), eV: 2.5 / 10.8
2S+1: 2


Record 5
A 7-piece molecular cluster, H14O7 overall in a non-equilibrium geometry, computed with ωB97M-V/def2-TZVPD.

Each line ends with the natural charge from an NBO analysis.
Positions of all 21 atoms, in Å:
O 1.19056 -0.74360 -0.08039  -0.94
H 0.94716 -1.39048 -0.72070  0.48
H 0.64764 0.00345 -0.40531  0.46
O 1.79271 -1.61763 2.70838  -0.94
H 1.97531 -0.82336 2.17512  0.47
H 2.52527 -2.27684 2.38712  0.46
O 0.36831 2.44675 -0.95754  -0.96
H 0.35743 2.30215 -1.88411  0.48
H 1.21237 2.05012 -0.56345  0.48
O -1.47799 -1.25402 -0.84516  -0.96
H -1.82344 -0.37215 -0.64866  0.48
H -2.24278 -1.89454 -0.73652  0.48
O -1.20285 -2.64481 3.19657  -0.95
H -1.47422 -1.70953 3.12412  0.48
H -1.80181 -3.22286 3.59006  0.47
O 0.95589 5.17900 0.52035  -0.93
H 1.44586 4.30911 0.25082  0.47
H 0.22807 5.10451 -0.09435  0.47
O -0.90278 -0.95084 -3.74412  -0.93
H -1.83767 -0.77027 -3.94653  0.47
H -0.88304 -1.72414 -3.32571  0.46

Forces on the atoms, in the same order (eV/Å):
O 0.0399 1.8146 0.0526
H -0.2469 -1.1510 -0.5282
H 0.3456 -0.4437 0.4978
O 2.4203 -1.4241 -0.9409
H -0.2102 -0.5437 0.0812
H -2.1848 1.9184 0.9221
O 1.4828 -0.5086 2.5886
H 0.3631 -0.3967 -1.3470
H -1.7307 0.7594 -1.2652
O -1.5174 -1.1716 0.0969
H -0.0854 -0.3183 -0.0389
H 1.3668 1.3632 -0.0332
O 2.1346 1.7953 -1.4820
H -0.2364 -1.1690 0.4172
H -1.9613 -0.7235 1.0746
O 1.6919 -2.6289 -0.7497
H -1.1755 2.4669 0.9467
H -0.5582 0.2205 -0.1829
O -0.6722 5.2011 -3.1444
H 0.6680 -0.1620 0.1745
H 0.0662 -4.8981 2.8602

Summary:
Relative energy (zero: lowest compared OMol25 entry of this formula, charge and spin), eV: 2.9935
DFT total energy, Ha: -535.013830
Maximum force, eV Å⁻¹: 6.1
Net charge: 0
Frontier orbital gap, eV: 10.6
SMILES: O.O.O.O.O.O.O


Record 6
A 7-piece molecular cluster, H14O7 overall, computed with ωB97M-V/def2-TZVPD.

Each line ends with the natural charge from an NBO analysis.
Positions of all 21 atoms, in Å:
O 0.35441 -1.30419 1.69957  -0.96
H 1.23610 -1.53376 1.99309  0.49
H 0.03439 -2.09278 1.26146  0.49
O 0.37005 -1.70674 -2.04708  -0.96
H -0.13515 -1.62268 -2.85574  0.49
H 0.30746 -2.63459 -1.82036  0.49
O 2.81500 -0.59043 -2.43309  -0.96
H 1.92308 -0.84168 -2.19311  0.48
H 2.77157 0.35741 -2.55937  0.46
O -0.66133 0.94061 3.30643  -0.94
H -0.21360 0.65985 4.10452  0.46
H -0.36136 0.32808 2.63483  0.47
O -3.27055 0.28812 0.25754  -0.95
H -3.26537 1.14715 -0.16469  0.47
H -2.34703 0.04287 0.31397  0.47
O 0.16561 3.08726 -0.11397  -0.96
H 0.98733 3.05782 0.37609  0.46
H 0.04479 2.19320 -0.43382  0.49
O -0.28331 0.46244 -0.47832  -0.98
H -0.37220 -0.19924 -1.16425  0.49
H -0.09982 -0.03875 0.31627  0.49

Forces on the atoms, in the same order (eV/Å):
O -0.1015 0.0652 -0.0763
H 0.3677 0.0696 0.0927
H -0.2393 -0.2740 -0.0258
O -0.3897 -0.1150 0.0875
H -0.1239 0.0051 -0.4566
H 0.0785 -0.3210 0.0889
O 0.5337 0.1164 -0.1181
H -0.2459 -0.2041 0.0954
H 0.1255 0.2521 -0.0080
O -0.1193 0.3522 0.0692
H 0.0562 -0.0444 0.2111
H 0.0013 -0.2517 -0.1075
O -0.4507 -0.3778 0.0402
H 0.0992 0.2423 -0.0333
H 0.2711 0.2258 -0.0481
O 0.0575 0.7953 -0.0117
H 0.1267 0.0710 0.1356
H -0.1334 -0.4797 -0.0524
O -0.5015 0.3076 -0.1427
H 0.1619 -0.2497 -0.1643
H 0.4259 -0.1851 0.4242

Summary:
Relative energy (zero: lowest compared OMol25 entry of this formula, charge and spin), eV: 1.7248
DFT total energy, Ha: -535.060456
Maximum force, eV Å⁻¹: 0.8
Net charge: 0
Frontier orbital gap, eV: 10.0
SMILES: O.O.O.O.O.O.O